C2O2 | the ωB97M-V functional and the def2-TZVPD basis

```
! RIJCOSX wB97M-V def2-TZVPD def2/J DEFGRID3
* xyz 0 1
C -1.016 0.377 1.407
C 1.105 0.284 -1.126
O 1.567 -0.662 -0.806
O -1.655 0.001 0.525
*
```

Values from the calculation:
**Energy relative to the best compared isomer or geometry (same formula, charge and spin)**: 8.72 kJ/mol
**E_HOMO**: -13.12 eV
**Kohn-Sham gap**: 14.2 eV

For each atom in turn, the Mulliken charge in e is:
1 C 0.14
2 C 0.08
3 O -0.08
4 O -0.13

C8H8Cl2F3NO | the ωB97M-V functional and the def2-TZVPD basis

```
! RIJCOSX wB97M-V def2-TZVPD def2/J DEFGRID3
* xyz 0 1
C 1.600 -1.681 1.302
C 0.854 -2.184 0.301
C -0.054 -0.560 -1.217
C 1.545 -0.194 1.755
C 2.050 0.616 0.605
C -2.805 0.653 -0.412
C -2.399 0.004 -1.720
C 1.371 1.844 0.055
N 0.026 -1.533 -0.476
O -0.914 0.174 -1.756
F 0.102 1.802 0.401
F 1.899 3.037 0.443
F 1.461 1.888 -1.276
Cl 1.084 -3.908 -0.037
Cl 3.577 0.193 -0.032
H 2.175 -2.461 1.699
H 0.594 0.221 1.959
H 2.106 0.026 2.685
H -2.581 1.672 -0.485
H -3.921 0.727 -0.180
H -2.410 0.250 0.495
H -2.880 0.538 -2.529
H -2.481 -1.126 -1.580
*
```

Values from the calculation:
**Energy relative to the best compared isomer or geometry (same formula, charge and spin)**: 479.37 kJ/mol
**E_HOMO (spin up / spin down)**: -8.48 / -7.44 eV
**Kohn-Sham gap (spin up / spin down)**: 8.2 / 7.0 eV

Atom charges from the Mulliken analysis, given in e for atoms 1 to 5:
1 C -0.68
2 C 0.59
3 C 0.25
4 C -0.54
5 C -0.03

C6H8N2O2 | the ωB97M-V functional and the def2-TZVPD basis

```
! RIJCOSX wB97M-V def2-TZVPD def2/J DEFGRID3
* xyz 0 1
O -4.060 -1.000 0.310
C -3.028 -0.518 0.002
C -2.852 0.861 -0.103
C -1.650 1.453 -0.212
N -0.500 0.692 -0.257
C -0.561 -0.664 -0.258
O 0.408 -1.342 -0.304
N -1.813 -1.292 -0.149
H -3.705 1.548 0.212
H -1.521 2.565 -0.063
H 0.342 1.078 -0.384
H -1.946 -2.300 0.131
C 3.386 0.507 0.337
C 3.574 -0.810 -0.045
H 4.022 1.326 -0.013
H 2.552 0.734 0.864
H 4.352 -1.324 -0.656
H 2.998 -1.512 0.589
*
```

Values from the calculation:
**Energy relative to the best compared isomer or geometry (same formula, charge and spin)**: 150.11 kJ/mol
**E_HOMO**: -9.62 eV
**Kohn-Sham gap**: 10.1 eV
**Structure (SMILES)**: O=c1cc[nH]c(=O)[nH]1.C=C

Atom charges from the Mulliken analysis, given in e for atoms 1 to 5:
1 O -0.56
2 C 0.40
3 C -0.42
4 C -0.04
5 N 0.01

C4H10N3 | the ωB97M-V functional and the def2-TZVPD basis

```
! RIJCOSX wB97M-V def2-TZVPD def2/J DEFGRID3
* xyz 1 1
C 2.562 -0.942 0.276
N 1.950 -0.075 -0.720
N 1.427 1.113 -0.159
C 0.102 1.269 0.155
C -1.252 0.646 0.013
C -2.016 -0.502 0.116
N -3.267 -0.569 -0.284
H 1.784 -1.227 1.092
H 2.970 -1.879 -0.109
H 3.381 -0.345 0.663
H 1.063 -0.516 -1.121
H 2.147 1.765 0.218
H -0.053 2.266 0.418
H -1.781 1.572 -0.162
H -1.509 -1.345 0.623
H -3.908 -1.390 -0.091
H -3.600 0.159 -0.929
*
```

Values from the calculation:
**Energy relative to the best compared isomer or geometry (same formula, charge and spin)**: 332.50 kJ/mol
**E_HOMO**: -12.92 eV
**Kohn-Sham gap**: 8.4 eV
**Structure (SMILES)**: CNN/C=C\C=[NH2+]

Atom charges from the Mulliken analysis, given in e for atoms 1 to 5:
1 C -0.69
2 N -0.45
3 N 0.00
4 C -0.12
5 C -0.58

C54H57F14N11O2S | the ωB97M-V functional and the def2-TZVPD basis

```
! RIJCOSX wB97M-V def2-TZVPD def2/J DEFGRID3
* xyz 0 1
O 5.032 -2.324 1.029
C 4.792 -1.431 0.193
N 5.128 -1.382 -1.262
C 4.462 -0.326 -2.084
O 4.462 -0.279 -3.339
C 3.807 0.652 -1.010
C 3.084 2.031 -1.202
C 2.522 2.729 0.058
C 1.781 4.140 0.099
C 0.156 4.048 0.164
C -0.487 3.455 -1.210
F 0.584 3.619 -2.179
F -1.479 4.385 -1.612
C -0.896 1.917 -1.185
F -0.281 1.304 -0.032
F -0.164 1.299 -2.274
C -2.402 1.495 -1.455
F -2.763 2.114 -2.714
F -2.369 0.106 -1.839
C -3.563 1.885 -0.464
F -4.766 1.379 -1.076
F -3.831 3.294 -0.384
S -3.547 1.245 1.278
F -4.893 0.267 0.943
F -4.620 2.483 1.710
F -2.307 2.233 1.776
F -2.589 -0.063 0.970
F -3.663 0.705 2.858
C 2.721 1.996 1.447
F 2.215 2.616 2.644
C 3.447 0.648 1.632
C 4.005 -0.055 0.371
H 6.148 -1.210 -1.263
H 2.983 2.508 -2.229
H 2.087 4.631 1.104
H 2.141 4.883 -0.707
H -0.189 5.151 0.235
H -0.220 3.546 1.112
H 3.572 0.199 2.673
C 3.116 7.701 -4.524
C 2.399 6.483 -4.616
C 1.620 6.381 -3.489
N 1.844 7.490 -2.718
C 2.751 8.303 -3.344
H 3.821 8.095 -5.242
H 2.447 5.760 -5.417
H 0.929 5.616 -3.168
H 1.409 7.679 -1.830
H 3.058 9.236 -2.896
C 7.834 9.236 -1.807
C 7.667 9.228 -3.214
C 6.381 8.820 -3.472
N 5.767 8.577 -2.272
C 6.644 8.833 -1.253
H 8.725 9.507 -1.261
H 8.406 9.492 -3.957
H 5.852 8.681 -4.402
H 4.816 8.260 -2.157
H 6.346 8.706 -0.223
C 0.008 -0.814 5.594
C -0.904 -0.987 4.524
C -0.540 -0.108 3.533
N 0.551 0.589 3.965
C 0.898 0.163 5.219
H 0.015 -1.346 6.534
H -1.735 -1.677 4.483
H -0.962 0.083 2.560
H 1.024 1.306 3.436
H 1.744 0.592 5.735
C -8.816 -3.419 0.307
C -7.466 -3.052 0.531
C -7.417 -1.680 0.576
N -8.687 -1.206 0.383
C -9.547 -2.259 0.224
H -9.210 -4.421 0.218
H -6.623 -3.718 0.647
H -6.591 -1.003 0.728
H -8.948 -0.233 0.363
H -10.602 -2.093 0.064
C 1.957 -5.924 2.861
C 0.881 -5.034 3.101
C 1.252 -3.803 2.617
N 2.514 -3.916 2.098
C 2.949 -5.206 2.238
H 2.000 -6.973 3.115
H -0.062 -5.268 3.575
H 0.728 -2.858 2.598
H 3.041 -3.166 1.678
H 3.926 -5.502 1.884
C -0.484 -4.736 -2.063
C 0.864 -4.373 -1.819
C 0.914 -3.001 -1.768
N -0.353 -2.524 -1.975
C -1.212 -3.575 -2.151
H -0.878 -5.737 -2.161
H 1.704 -5.040 -1.695
H 1.740 -2.326 -1.603
H -0.612 -1.550 -1.995
H -2.264 -3.406 -2.324
C -0.478 -9.919 -4.120
C -1.851 -9.614 -3.948
C -1.951 -8.774 -2.866
N -0.690 -8.564 -2.376
C 0.215 -9.254 -3.138
H -0.045 -10.553 -4.879
H -2.675 -9.970 -4.549
H -2.809 -8.310 -2.402
H -0.462 -7.990 -1.579
H 1.270 -9.213 -2.916
C -2.939 0.676 8.512
C -3.628 1.913 8.437
C -3.808 2.200 7.105
N -3.251 1.184 6.375
C -2.724 0.249 7.224
H -2.636 0.156 9.408
H -3.955 2.525 9.264
H -4.283 3.037 6.616
H -3.232 1.132 5.369
H -2.242 -0.635 6.840
C 6.810 5.989 2.988
C 6.915 6.683 1.757
C 6.002 6.127 0.895
N 5.353 5.119 1.559
C 5.837 5.032 2.838
H 7.383 6.171 3.886
H 7.583 7.500 1.527
H 5.759 6.359 -0.131
H 4.633 4.533 1.168
H 5.448 4.298 3.527
C -5.794 -10.516 -5.178
C -7.099 -10.482 -5.728
C -7.723 -9.362 -5.234
N -6.843 -8.722 -4.402
C -5.663 -9.416 -4.366
H -5.034 -11.262 -5.357
H -7.534 -11.196 -6.411
H -8.713 -8.967 -5.400
H -7.034 -7.872 -3.895
H -4.835 -9.068 -3.767
*
```

Values from the calculation:
**E_HOMO**: -7.99 eV
**Kohn-Sham gap**: 5.5 eV
**Structure (SMILES)**: O=C1NC(=O)c2cc(CCC(F)(F)C(F)(F)C(F)(F)C(F)(F)S(F)(F)(F)(F)F)c(F)cc21.c1cc[nH]c1.c1cc[nH]c1.c1cc[nH]c1.c1cc[nH]c1.c1cc[nH]c1.c1cc[nH]c1.c1cc[nH]c1.c1cc[nH]c1.c1cc[nH]c1.c1cc[nH]c1

Atom charges from the Mulliken analysis, given in e for atoms 1 to 5:
1 O -0.58
2 C 0.25
3 N -0.24
4 C 0.04
5 O -0.54

> Which formula does entry 4 have?

C4H10N3